An isolated molecule of C2H3N3OS at a distorted geometry. Source: the Open Molecules 2025 dataset; level of theory: wB97M-V/def2-TZVPD.

Each line ends with the natural charge from an NBO analysis.
Element x y z (Å)
C  0.52313  0.92635  0.18716  0.24
C  -0.23516  -0.41662  -0.16378  0.04
N  1.87005  0.52667  0.31291  -0.09
N  2.18556  -0.62609  0.24505  -0.24
N  -1.50315  -0.37439  -0.58732  -0.72
O  -0.01879  2.03829  -0.01744  -0.72
S  0.83242  -1.71450  0.01237  0.46
H  0.38928  0.48357  1.30780  0.18
H  -2.07087  0.44611  -0.69895  0.44
H  -1.97247  -1.28939  -0.59781  0.40

Values from the calculation:
- Net charge: 0
- E_LUMO: -0.1 eV
- Gap between HOMO and LUMO: 0.3132 Ha